Record 1
20
Properties=species:S:1:pos:R:3:forces:R:3 method="wB97M-V/def2-TZVPD" smiles=C[C@H](N)CCO.O e_homo_ev=-9.1518 charge=0 orbital_gap_ev=9.714 lumo_energy_ev=0.562 e_tot_ha=-365.35910 max_force_ev_per_a=4.8
C 1.16397 -1.27349 -2.92422 -2.4758 0.4986 0.7113
C 1.05634 -0.17308 -1.74156 -2.2787 -1.7313 -2.1725
C -0.53371 0.22188 -1.56011 1.1628 2.4317 0.3616
C -0.75723 1.58710 -0.74786 2.8748 -3.6749 1.3176
O 0.23160 1.43193 0.45115 -1.8592 1.8835 -1.4200
N 1.68453 -0.73860 -0.55820 -0.5276 0.9455 -1.1172
H 0.10642 -1.46275 -3.34552 1.6319 0.8260 -0.0598
H 1.28456 -2.24968 -2.45988 0.8077 -0.0156 0.1405
H 1.91523 -1.08422 -3.70192 -0.3431 -0.0549 0.3402
H 1.49591 0.75681 -2.04934 0.6116 0.3711 -0.0623
H -0.96755 0.42151 -2.53206 0.0363 -0.1422 -0.4666
H -1.19857 -0.45069 -1.07129 0.0646 -1.3261 0.3745
H -0.43470 2.42038 -1.35810 -0.4993 0.4921 0.2526
H -1.67883 1.53655 -0.17511 -0.5443 0.7641 -0.9789
H -0.05033 2.24470 0.91066 0.8038 -0.5961 0.3688
H 1.06109 -1.52419 -0.39960 0.2658 -0.0330 0.9473
H 1.46009 0.04465 0.03855 0.2636 -0.6395 1.4675
H -2.06400 -1.83893 6.07992 -0.8340 3.4345 -0.4863
H -1.85085 -0.69349 5.06150 0.3687 0.2957 -0.7880
O -2.28740 -0.82254 5.89287 0.4704 -3.7294 1.2697

---

Record 2
20
Properties=species:S:1:pos:R:3:forces:R:3 method="wB97M-V/def2-TZVPD" smiles="CC/C=C/N.O.O" e_homo_ev=-8.5016 charge=0 orbital_gap_ev=9.382 lumo_energy_ev=0.881 e_tot_ha=-365.41527 max_force_ev_per_a=1.0
C -2.36966 1.18095 -1.25765 -0.1018 -0.0516 0.3777
C -1.80859 -0.23745 -1.23437 -0.2720 -0.3533 -0.2542
C -0.53825 -0.33187 -0.42758 0.4636 0.1211 -0.6515
C 0.19170 -1.44257 -0.34998 -0.6844 -0.4022 0.5813
N 1.33933 -1.62391 0.44481 0.3257 -0.0048 0.0876
H -1.54424 1.87672 -1.40108 -0.0671 0.1696 -0.1405
H -3.10978 1.33892 -2.03617 0.0135 -0.0789 -0.1995
H -2.86258 1.44663 -0.31935 0.1552 -0.0556 0.0740
H -1.66099 -0.57126 -2.26684 0.2830 0.1328 0.0249
H -2.52822 -0.97024 -0.84848 -0.1181 0.2883 0.1270
H -0.16395 0.60750 -0.02367 0.0105 -0.1071 0.2059
H -0.23421 -2.35995 -0.76891 0.1925 0.1739 0.0095
H 1.61014 -2.58288 0.59136 -0.1048 -0.0268 -0.1819
H 2.15571 -1.07225 0.22717 -0.0514 0.3033 -0.1616
H 0.62872 -0.12847 1.98148 -0.0897 -0.1049 0.2623
H 1.90149 -0.04005 2.75411 -0.1310 -0.0482 0.3344
O 1.02339 0.36276 2.72146 0.2371 -0.0111 -0.4723
H 2.19705 1.23814 1.32450 0.0130 0.1953 0.0213
H 2.79506 2.01680 0.13858 0.0640 -0.1622 0.1516
O 2.97787 1.29249 0.75059 -0.1377 0.0225 -0.1961

---

Record 3
20
Properties=species:S:1:pos:R:3:forces:R:3 method="wB97M-V/def2-TZVPD" e_homo_ev=-8.6812 charge=0 orbital_gap_ev=9.130 lumo_energy_ev=0.449 e_tot_ha=-365.30679 max_force_ev_per_a=5.3
C 0.55940 -1.63922 0.24770 -0.1838 -0.1504 -0.3352
C 0.84917 -0.26278 -0.36726 -1.3833 0.8963 0.4998
C 0.96607 0.84185 0.70680 1.3373 0.9032 -2.0626
C 0.13800 1.91205 0.79660 2.4037 2.8861 -1.3678
N 0.23863 -2.71104 -0.66282 -0.6499 -0.0761 -0.4822
H -0.27004 -1.50053 0.92731 -0.1173 0.0070 0.3164
H 1.38174 -2.01312 0.82342 0.6039 0.1460 0.5767
H -0.00004 0.02825 -1.00910 -0.1216 -0.1499 0.3636
H 1.63768 -0.26075 -1.09254 1.1340 -0.0352 0.0792
H 1.92651 0.98045 1.24630 -1.0062 -1.0047 0.4694
H -0.32616 2.44713 -0.07847 -0.9217 -1.8721 0.8256
H 0.45447 2.75621 1.46940 -0.3845 -1.3431 -0.0280
H 0.96224 -3.36027 -0.92026 0.0863 0.3352 -0.1624
H -0.38850 -2.46661 -1.42099 0.3264 -0.1777 0.1333
H -0.31525 0.64222 1.65431 -3.0812 -1.9844 3.8259
H -1.77865 -0.09463 2.68934 -0.0763 0.2192 -0.5710
O -0.83284 0.05772 2.64094 2.0180 1.3937 -2.1037
H -1.63454 0.95152 -3.36160 -0.0642 0.0939 -0.1944
H -1.30804 2.46995 -3.43232 -0.0821 -0.3498 0.0053
O -1.28868 1.69244 -2.85938 0.1625 0.2626 0.2120

---

Record 4
20
Properties=species:S:1:pos:R:3:forces:R:3 method="wB97M-V/def2-TZVPD" smiles=CCCNCO.O e_homo_ev=-9.1518 charge=0 orbital_gap_ev=10.045 lumo_energy_ev=0.893 e_tot_ha=-365.40762 max_force_ev_per_a=2.6
C 0.27589 -0.39542 0.88753 0.6413 0.1131 -0.7345
N 0.18281 -0.34030 -0.59807 -1.8110 -0.1866 1.8041
C -1.09651 0.11596 -1.09407 0.7151 0.5990 -2.0837
O -1.06839 1.46404 -1.58688 0.0380 0.4687 0.4733
C 0.78529 0.85584 1.63367 -0.9619 0.0498 0.0261
C -0.36988 1.81680 1.98361 -0.2074 -1.0010 0.5791
H 0.88312 -1.27900 1.07029 0.2412 0.0939 0.4519
H -0.71180 -0.59779 1.29784 -0.1343 -0.2553 -0.2003
H 0.96278 0.13306 -1.01192 0.1446 0.2470 -0.3290
H -1.31995 -0.41160 -2.03224 -0.0816 -0.0903 0.2558
H -1.95141 -0.03339 -0.43744 0.3809 -0.1737 0.5640
H -0.79925 2.08955 -0.89108 -0.1909 -0.4725 -0.2202
H 1.20315 0.49556 2.57178 0.3655 0.1824 0.0267
H 1.51994 1.43411 1.07707 0.3737 -0.3327 -0.0922
H -1.06537 1.32140 2.67465 0.1063 -0.1250 -0.1045
H -0.99105 2.05074 1.11924 0.2096 0.4903 -0.0341
H -0.02332 2.67530 2.55065 0.0318 0.4096 -0.4401
H 1.79172 -2.90804 -1.70681 -0.9640 -0.0202 0.5558
H 0.33219 -2.66026 -1.12592 0.5965 0.2922 -0.1954
O 1.12369 -3.21415 -1.05957 0.5064 -0.2886 -0.3028

---

Record 5
20
Properties=species:S:1:pos:R:3:forces:R:3 method="wB97M-V/def2-TZVPD" smiles="CC(C)=CN.O.O" e_homo_ev=-7.4363 charge=0 orbital_gap_ev=8.061 lumo_energy_ev=0.625 e_tot_ha=-365.41937 max_force_ev_per_a=1.0
C -1.80309 0.97626 0.46432 0.0402 0.3311 -0.0189
C -0.63524 0.13888 0.89400 -0.3142 -0.4468 -0.6907
C 0.61565 0.59830 0.86528 -0.0832 0.2257 0.4533
N 0.99551 1.88578 0.56133 0.0782 0.4224 -0.0035
C -0.87562 -1.34652 1.00797 -0.1259 0.5891 0.7470
H -1.99430 0.94118 -0.62051 0.0270 -0.1539 0.0679
H -2.72282 0.65158 0.95513 0.0167 0.0612 -0.0038
H -1.64720 2.03342 0.69940 -0.1416 -0.0416 0.1066
H 1.42625 -0.04635 1.16429 0.1591 -0.1079 -0.1844
H 1.96098 2.13772 0.48370 0.0272 -0.1679 0.0322
H 0.34233 2.55900 0.20753 -0.0438 -0.0961 -0.0109
H -1.20150 -1.74877 0.04721 0.1782 -0.2751 -0.0777
H 0.03636 -1.80179 1.37645 0.1318 -0.4303 -0.3266
H -1.65871 -1.59950 1.73326 -0.0452 0.1480 -0.0863
H 2.79134 -2.21666 -1.05571 0.0371 -0.0324 -0.1269
H 1.76312 -1.08603 -1.30298 0.1476 0.1769 0.0348
O 2.31010 -1.50846 -0.62457 0.0129 -0.0853 0.1624
H -0.08001 -0.94902 -2.20923 0.0084 0.0950 -0.0648
H -0.10546 0.56662 -2.24860 0.2693 -0.0291 0.1122
O 0.48231 -0.18564 -2.39828 -0.3801 -0.1829 -0.1222

---

Record 6
20
Properties=species:S:1:pos:R:3:forces:R:3 method="wB97M-V/def2-TZVPD" smiles="C=NCCC.O.O" e_homo_ev=-10.4701 charge=0 orbital_gap_ev=11.359 lumo_energy_ev=0.889 e_tot_ha=-365.38061 max_force_ev_per_a=3.0
C -1.12625 -2.09061 -0.40473 1.0363 -1.4395 0.9112
C 0.03226 -1.12505 -0.44372 0.0851 0.8142 -0.9797
C 0.38486 -0.77079 -1.89388 -0.3673 -0.5334 0.0465
C 2.32411 0.19347 -2.62802 -1.6791 2.1397 -1.3063
N 1.21521 0.43148 -2.03379 0.8324 -1.9070 -0.3272
H -1.34669 -2.30166 0.64962 -1.0260 0.8582 -0.1835
H -1.85973 -1.69507 -1.08789 -0.9542 -0.1535 0.4605
H -0.91235 -3.13996 -0.65396 0.4189 0.3476 -0.8868
H 0.96375 -1.50051 -0.00565 -0.3490 0.1908 0.4094
H -0.33245 -0.20209 0.02887 0.5359 -0.1795 0.2444
H -0.49834 -0.61780 -2.53096 -0.1395 0.2702 0.4683
H 0.81861 -1.69024 -2.31957 0.4547 0.3126 -0.1469
H 2.55057 -0.72292 -3.17072 0.2057 -0.4220 0.5996
H 2.78297 1.10713 -3.02105 0.8206 -0.3149 0.6202
H 0.19068 2.23055 -1.42610 0.2499 0.0756 0.4034
H 0.42981 3.71204 -1.51747 0.0818 0.4009 -0.0981
O 0.13836 3.04743 -0.89614 -0.2063 -0.4627 -0.2336
H -1.35439 0.25787 6.92082 -0.0982 -0.0919 -0.3559
H -2.55446 -0.24826 6.06340 0.0160 -0.2216 -1.1482
O -2.28126 0.00430 6.92609 0.0822 0.3161 1.5028

---

Record 7
20
Properties=species:S:1:pos:R:3:forces:R:3 method="wB97M-V/def2-TZVPD" e_homo_ev="-14.0280 / -14.0240" charge=+1 spin_multiplicity=2 orbital_gap_ev="10.532 / 4.914" lumo_energy_ev="-3.496 / -9.110" e_tot_ha=-365.04907 max_force_ev_per_a=4.5
C 0.47629 1.64446 -2.27220 -0.5606 -1.7090 -1.3071
N 1.06066 0.97832 -1.11461 -0.3267 4.3732 1.0090
C 0.41780 1.56678 0.17841 0.2420 -1.8167 0.0993
C 0.23307 -0.09824 1.96690 -0.5426 0.0594 -0.1101
C 0.88734 0.94522 1.43156 -0.4102 -0.8772 1.3743
H -0.54923 1.27784 -2.41110 0.0377 0.1529 0.3201
H 0.99141 1.36500 -3.18657 0.3769 0.0422 0.0433
H 0.41778 2.73755 -2.23862 0.3210 -0.0214 0.5684
H 2.06545 1.16348 -1.03106 0.2899 -1.0267 -0.3899
H 0.76619 2.60932 0.16663 -0.3123 0.0403 -0.4257
H -0.64707 1.38371 0.05726 -0.0589 0.5401 -0.1366
H 0.55674 -0.59766 2.87027 0.2197 0.2243 0.0861
H -0.70239 -0.50540 1.58188 0.2778 0.0457 -0.2536
H 1.64535 1.36448 2.08763 0.4261 0.2076 -0.7876
H -2.73580 -3.30265 0.87722 -0.2670 -0.3624 0.1848
H -2.01125 -2.11250 0.34218 0.0958 0.0549 0.0876
O -2.35972 -2.47237 1.16853 0.2609 0.3302 -0.3202
H 0.46114 -2.30664 -0.69440 0.6547 -0.9967 0.2127
H 0.32533 -0.82542 -0.87904 0.2356 0.2779 -0.0244
O -0.18155 -1.63379 -0.85171 -0.9600 0.4611 -0.2303

---

Record 8
20
Properties=species:S:1:pos:R:3:forces:R:3 method="wB97M-V/def2-TZVPD" e_homo_ev="-13.6398 / -13.6399" charge=+1 spin_multiplicity=2 orbital_gap_ev="9.647 / 6.542" lumo_energy_ev="-3.993 / -7.098" e_tot_ha=-365.11093 max_force_ev_per_a=2.1
C 1.55844 3.62156 -0.34932 0.6119 0.7666 1.8897
C 1.41910 2.17057 -0.35632 0.4826 -1.1196 -1.0404
C 0.44302 1.41743 0.26333 -1.2148 0.5302 0.1204
N -0.00874 0.24885 -0.16371 -1.2803 0.1003 -1.3894
C -1.37575 -0.13118 0.19886 -0.9098 -0.7445 1.6147
H 2.61098 3.89276 -0.40115 0.0641 0.0204 -0.5873
H 1.26719 4.04240 0.62411 -0.3390 -0.2076 -0.1159
H 0.97895 4.18789 -1.07566 -0.0221 -0.3253 -0.4362
H 2.08356 1.56602 -0.98170 -0.0301 0.3832 -0.0911
H -0.21744 1.82839 1.01626 0.3961 0.2954 0.3974
H 0.13486 -0.00950 -1.13462 1.0976 -0.2231 0.0986
H -1.87768 0.72470 0.64188 -0.0825 -0.0511 -0.0269
H -1.37991 -0.93797 0.92822 0.3834 0.0226 0.4032
H -2.03920 -0.58086 -0.54264 0.7541 0.4881 -0.8240
H 0.95716 -3.78350 0.00630 -0.2631 -0.2912 0.2320
H 1.05459 -2.34062 0.29256 -0.1640 0.1281 0.3282
O 0.48894 -3.09481 0.49979 0.5415 0.1192 -0.5686
H -1.41744 -3.93333 0.51984 0.0278 0.0620 0.1271
H -2.34680 -4.67348 -0.40910 -0.1655 -0.3968 -0.5391
O -2.33381 -4.21530 0.42307 0.1121 0.4430 0.4075